Molecular formula: C49H91F4NO17
Method: DFT, ωB97M-V with the def2-TZVPD basis set

Results
HOMO = -7.78 eV
HOMO-LUMO gap = 8.25 eV
strongest force on any atom = 2.4 eV/Å
LUMO level = 0.46 eV

```
162
Properties=species:S:1:pos:R:3:forces:R:3:mulliken_charge:R:1
C -4.2720 -0.9691 6.9925 0.183 0.421 0.556 -0.733
C -4.1867 0.4441 6.4802 -0.141 0.294 -0.187 0.237
O -5.2157 1.2278 7.1084 -0.090 -0.134 -0.021 -0.474
C -4.3490 0.5192 4.9588 -0.452 -0.445 0.176 -1.071
N -3.4398 -0.3253 4.1912 -0.128 0.505 -0.215 -0.150
C -2.0286 0.0179 4.3343 -0.379 -0.256 0.208 -0.730
C -1.6689 1.3780 3.7299 0.383 -0.223 0.618 -1.223
O -0.8707 1.3406 2.5567 -0.516 0.223 -0.295 -0.159
C -1.4033 0.6197 1.4880 0.643 1.165 0.636 -1.122
O -2.8068 0.7778 1.3651 -0.568 -0.532 -0.066 0.003
C -3.1825 1.1098 0.1124 -0.837 -0.718 -0.757 -0.964
O -4.2613 0.8136 -0.3397 0.995 0.671 0.562 -0.595
C -2.0017 1.8749 -0.5348 -1.072 -0.838 1.080 1.820
C -2.2328 3.3282 0.0035 -0.070 0.041 0.014 -0.137
C -3.6809 3.7938 -0.0957 0.587 0.736 -0.361 -1.519
F -1.9093 3.3993 1.3453 0.174 0.033 0.172 -0.347
C -1.9982 1.9132 -2.0630 -0.354 0.016 -0.644 0.571
F -2.8395 1.0149 -2.6240 0.713 0.608 0.108 -0.252
F -0.7591 1.6995 -2.5774 -0.690 0.176 0.091 -0.266
F -2.3813 3.1396 -2.5309 0.212 -0.678 0.087 -0.313
C -0.8439 1.0811 0.1301 1.853 0.669 -0.508 2.395
C -0.3665 -0.2021 -0.5818 -0.925 -0.202 -0.666 -2.478
C -1.4264 -1.2265 -1.0553 0.458 -0.591 0.300 -1.226
C -1.6830 -2.3939 -0.0732 -0.094 0.679 0.176 -1.178
C -2.9867 -2.3158 0.7346 0.814 -0.692 -0.422 0.473
O -3.5175 -3.6415 0.8219 -0.053 0.148 -0.064 -0.473
C 0.3694 2.0466 0.2324 0.250 -0.472 0.769 -1.426
C 1.7388 1.4063 0.3261 0.511 0.499 -0.070 -1.223
O 1.8594 0.5586 1.4863 0.110 0.296 0.019 -0.159
C 2.7953 1.0053 2.3555 -0.457 -0.069 2.321 0.086
O 2.5854 1.0997 3.5502 0.247 -0.384 -1.788 -0.493
H -3.9311 -0.9680 8.0259 -0.035 -0.153 0.196 0.442
H -3.6159 -1.6244 6.4472 0.179 -0.204 -0.109 -0.012
H -5.2867 -1.3575 6.9631 0.143 0.104 -0.147 0.137
H -3.2302 0.8939 6.7518 0.243 -0.093 0.100 0.379
H -4.8781 2.1133 7.2349 0.033 0.233 -0.010 0.341
H -4.3196 1.5572 4.6372 0.219 0.162 -0.137 0.333
H -5.3602 0.1785 4.7454 -0.184 -0.043 -0.052 0.422
H -3.6188 -1.2759 4.4796 0.199 -0.171 -0.078 0.281
H -1.7210 0.0238 5.3835 0.107 0.057 0.177 0.543
H -1.4473 -0.7810 3.8819 0.216 -0.008 -0.218 0.588
H -2.5465 2.0010 3.6006 -0.291 -0.039 -0.341 0.288
H -1.0538 1.8923 4.4593 0.304 0.177 -0.057 0.377
H -1.1301 -0.4055 1.7074 -0.570 -0.531 -0.372 1.070
H -1.5654 4.0212 -0.4948 0.160 0.008 -0.217 0.769
H -4.2016 3.3805 -0.9467 -0.253 -0.220 0.038 0.358
H -4.1787 3.6151 0.8477 -0.239 -0.393 0.040 0.388
H -3.6472 4.8706 -0.2304 -0.145 0.207 0.007 0.427
H 0.2761 -0.7355 0.1075 0.251 0.086 0.248 1.017
H 0.2492 0.0394 -1.4361 0.082 0.239 -0.122 0.756
H -1.0005 -1.7004 -1.9345 0.046 0.098 -0.305 0.541
H -2.3605 -0.7914 -1.3911 -0.112 0.095 0.073 0.489
H -0.8532 -2.4348 0.6291 0.218 -0.185 0.069 0.336
H -1.6523 -3.3289 -0.6183 -0.290 -0.231 -0.099 0.493
H -3.6802 -1.6487 0.2322 -0.326 0.082 0.165 0.106
H -2.7490 -1.9735 1.7349 -0.313 0.427 0.193 -0.237
H -3.8252 -3.7714 1.7183 -0.186 -0.131 0.205 0.282
H 0.4069 2.7257 -0.6138 -0.056 -0.057 -0.327 0.356
H 0.2686 2.6672 1.1142 -0.217 0.100 0.137 0.428
H 2.4563 2.2166 0.4396 0.127 0.151 -0.111 0.864
H 2.0533 0.8884 -0.5692 -0.088 -0.449 -0.074 0.302
H 3.7913 1.2325 1.9521 -0.186 0.113 -0.482 0.366
C -3.7331 -6.1890 6.1324 -0.167 0.083 0.133 -1.192
C -3.2294 -4.7709 6.0330 0.038 0.102 0.017 0.726
C -1.8657 -4.5717 5.4204 -0.338 0.349 0.227 -0.758
O -3.8929 -3.8345 6.4195 0.016 -0.304 -0.075 -0.479
H -4.7218 -6.1906 6.5850 -0.007 0.014 -0.001 0.316
H -3.8000 -6.6296 5.1374 0.095 -0.073 -0.024 0.259
H -3.0556 -6.7822 6.7504 0.052 -0.053 -0.129 0.348
H -1.8549 -4.9458 4.4021 0.112 -0.173 -0.005 0.268
H -1.1105 -5.0983 6.0046 0.039 -0.132 -0.145 0.409
H -1.6268 -3.5087 5.4111 0.010 -0.014 0.026 0.099
C 6.0135 2.3022 -2.5585 -0.149 -0.241 0.352 -1.074
C 5.3496 1.1049 -1.9298 0.096 0.016 -0.099 0.855
C 5.4991 -0.2201 -2.6404 -0.160 -0.079 0.207 -1.195
O 4.7202 1.1935 -0.8995 -0.082 -0.024 0.104 -0.516
H 5.8306 3.1795 -1.9535 -0.019 0.063 0.018 0.302
H 7.0902 2.1349 -2.6258 -0.010 -0.015 -0.169 0.349
H 5.6117 2.4739 -3.5567 0.124 -0.015 -0.070 0.328
H 6.5543 -0.4873 -2.7124 0.009 0.042 -0.145 0.356
H 5.0757 -0.1551 -3.6438 0.138 0.015 -0.065 0.323
H 4.9748 -0.9938 -2.0834 -0.001 0.009 0.008 0.303
C -9.5799 -0.5793 5.9777 0.146 -0.136 -0.151 -1.283
C -8.3291 -0.4352 6.8146 0.072 0.123 0.039 0.784
C -8.4190 0.4487 8.0295 0.261 -0.175 -0.092 -0.971
O -7.3063 -1.0064 6.5180 -0.333 -0.158 -0.154 -0.484
H -9.3794 -1.2403 5.1371 0.017 0.000 0.004 0.318
H -10.3850 -1.0029 6.5801 -0.065 0.135 0.021 0.352
H -9.8897 0.3955 5.5980 -0.108 0.012 0.101 0.337
H -9.1727 0.0688 8.7155 -0.136 0.140 -0.035 0.293
H -8.6801 1.4653 7.7313 -0.148 -0.013 0.058 0.389
H -7.4563 0.4659 8.5326 0.034 0.020 -0.031 0.177
C 5.5245 7.4430 -3.4949 -0.063 -0.137 0.219 -1.136
C 6.0860 6.1001 -3.8962 -0.014 0.024 -0.051 0.632
C 6.7504 6.0109 -5.2451 -0.135 -0.218 0.311 -0.840
O 6.0043 5.1399 -3.1622 0.023 0.200 -0.070 -0.475
H 5.0767 7.3692 -2.5065 0.003 -0.012 0.002 0.302
H 6.3209 8.1879 -3.4700 -0.041 0.059 -0.135 0.319
H 4.7616 7.7567 -4.2088 0.095 0.097 -0.070 0.324
H 7.5974 6.6930 -5.2953 -0.055 0.086 -0.130 0.322
H 6.0380 6.2654 -6.0308 0.091 0.147 -0.046 0.363
H 7.1078 4.9995 -5.4092 0.024 -0.006 -0.021 0.163
C 10.3873 4.9839 -9.0113 -0.222 0.058 -0.025 -0.826
C 9.7154 4.9667 -7.6659 0.048 0.063 -0.036 0.802
C 10.2828 4.0184 -6.6363 -0.203 0.086 0.141 -1.046
O 8.7641 5.6723 -7.4136 0.044 -0.023 -0.066 -0.516
H 9.8847 5.7048 -9.6539 0.002 0.018 0.018 0.292
H 11.4347 5.2731 -8.9027 0.040 -0.143 -0.006 0.361
H 10.3319 3.9913 -9.4725 0.178 0.222 0.115 0.133
H 11.3249 4.2683 -6.4328 0.052 -0.114 -0.082 0.329
H 10.2246 2.9928 -7.0034 0.151 0.001 -0.047 0.304
H 9.7127 4.0989 -5.7129 0.000 0.011 -0.001 0.248
C 10.6109 3.5013 -12.9290 -0.031 0.123 0.241 -1.063
C 10.5695 2.2881 -12.0316 0.049 -0.051 -0.037 0.885
C 10.6582 0.9429 -12.6982 0.042 -0.001 0.237 -1.071
O 10.4662 2.3991 -10.8297 -0.045 -0.159 -0.068 -0.598
H 10.5373 4.4041 -12.3265 0.000 -0.002 0.007 0.229
H 11.5486 3.5213 -13.4857 -0.065 -0.051 -0.129 0.336
H 9.7769 3.4737 -13.6316 0.089 -0.050 -0.117 0.313
H 11.5987 0.8586 -13.2457 -0.068 0.044 -0.129 0.415
H 9.8219 0.8142 -13.3849 0.084 -0.046 -0.108 0.197
H 10.6149 0.1602 -11.9452 -0.024 -0.010 -0.001 0.270
C 5.5314 0.0525 -14.2257 0.161 -0.145 -0.112 -1.154
C 6.7207 0.1602 -13.3036 -0.053 0.019 0.044 0.854
C 6.5610 1.0255 -12.0764 0.254 -0.071 0.006 -1.001
O 7.7559 -0.4197 -13.5353 0.021 -0.013 -0.055 -0.536
H 5.7797 -0.5955 -15.0627 0.013 -0.005 0.003 0.310
H 4.6799 -0.3691 -13.6898 -0.065 0.134 0.015 0.337
H 5.2631 1.0391 -14.6065 -0.117 0.012 0.096 0.324
H 5.7518 0.6437 -11.4526 -0.094 0.107 -0.042 0.364
H 6.3340 2.0520 -12.3690 -0.152 -0.016 0.037 0.313
H 7.4849 1.0167 -11.5012 0.002 -0.006 0.001 0.195
C -7.7377 -6.1337 1.6740 0.028 -0.051 0.248 -1.160
C -6.2285 -6.1382 1.6673 0.029 -0.009 -0.022 0.825
C -5.5448 -5.8780 0.3509 0.119 -0.173 0.127 -0.994
O -5.5949 -6.3403 2.6784 0.038 0.011 0.082 -0.542
H -8.0966 -6.3317 2.6813 0.013 0.003 0.007 0.313
H -8.1084 -5.1606 1.3493 -0.030 -0.047 -0.136 0.323
H -8.1160 -6.9057 1.0022 -0.032 0.100 -0.110 0.329
H -5.8208 -4.8933 -0.0257 -0.044 -0.044 -0.114 0.299
H -5.8283 -6.6427 -0.3754 -0.138 0.096 -0.050 0.453
H -4.4693 -5.9068 0.4947 0.018 0.040 -0.040 0.169
C 0.1919 -7.9377 3.0477 -0.180 0.115 0.096 -1.072
C 0.6946 -6.5169 2.9598 0.030 -0.030 -0.034 0.780
C 2.0617 -6.3098 2.3548 -0.052 0.222 0.055 -1.173
O 0.0314 -5.5884 3.3558 0.114 -0.020 -0.130 -0.440
H -0.7977 -7.9448 3.4991 -0.003 0.014 -0.006 0.223
H 0.1300 -8.3747 2.0500 0.119 -0.077 0.020 0.338
H 0.8675 -8.5359 3.6610 0.062 -0.064 -0.119 0.348
H 2.0757 -6.6804 1.3287 0.068 -0.123 0.039 0.352
H 2.8143 -6.8413 2.9392 0.008 -0.108 -0.100 0.344
H 2.2989 -5.2486 2.3520 -0.014 0.007 0.008 0.274
C -10.8983 -0.1426 12.7706 -0.086 0.087 -0.200 -1.137
C -9.6175 0.1331 12.0200 0.023 -0.020 0.045 0.847
C -8.3272 -0.2406 12.7076 0.085 0.092 -0.197 -1.078
O -9.6239 0.6296 10.9189 -0.075 0.046 0.062 -0.539
H -11.7463 0.1714 12.1668 0.006 0.006 -0.012 0.295
H -10.9864 -1.2095 12.9806 0.041 0.019 0.141 0.335
H -10.9068 0.4106 13.7109 0.034 -0.120 0.078 0.336
H -8.3105 -1.3117 12.9146 -0.031 0.020 0.141 0.323
H -8.2305 0.3084 13.6455 -0.039 -0.119 0.081 0.337
H -7.4882 0.0084 12.0623 -0.008 0.002 -0.015 0.268
```
Positions in Å, forces in eV/Å.